79
Properties=species:S:1:pos:R:3:forces:R:3:lowdin_charge:R:1 method="wB97M-V/def2-TZVPD" homo_ev="-6.3 / -6.4" fmax_ha_per_bohr=0.0442 homo_lumo_gap_ha="0.1985 / 0.2003" charge=0 total_energy_ha=-2961.1821
P 0.061212 -0.761001 -1.044140 0.0 0.3 -0.6 1.092
C 1.625399 -0.113430 -1.887675 -0.3 -0.3 0.4 -0.449
C 1.881686 -0.486132 -3.351772 0.1 0.2 -0.1 -0.214
C 3.291670 -0.053341 -3.773079 0.0 0.0 0.1 -0.197
C 3.573473 1.427731 -3.485900 -0.1 0.0 0.0 -0.204
C 3.194169 1.851291 -2.061748 -0.1 -0.1 0.1 -0.197
C 1.778118 1.399850 -1.675084 0.2 0.0 -0.1 -0.233
C -1.366746 0.134504 -1.890184 0.3 -0.2 0.4 -0.446
C -1.279681 0.303666 -3.404700 -0.2 0.2 -0.1 -0.214
C -2.594320 0.868202 -3.960150 0.0 0.0 0.1 -0.198
C -3.004271 2.172983 -3.264978 0.1 0.0 0.0 -0.205
C -2.954613 2.092200 -1.733070 0.0 -0.1 0.1 -0.195
C -1.648468 1.480775 -1.201743 -0.2 0.0 -0.1 -0.226
C -0.095393 -2.437672 -1.844893 0.0 0.2 -0.2 -0.478
C 1.109772 -3.302918 -1.433683 -0.2 -0.2 -0.1 -0.222
C 1.013143 -4.721832 -2.009461 -0.1 0.1 0.0 -0.203
C -0.325332 -5.402471 -1.700647 0.0 0.1 0.1 -0.210
C -1.531258 -4.526607 -2.056720 0.1 0.1 0.0 -0.202
C -1.436251 -3.102780 -1.486562 0.2 -0.2 0.0 -0.214
H 2.402018 -0.610203 -1.274758 -0.1 0.2 -0.1 0.097
H 1.145837 0.008331 -3.998284 0.3 -0.1 0.1 0.093
H 1.769320 -1.565644 -3.518717 0.1 0.2 0.0 0.095
H 3.426214 -0.258273 -4.841739 0.1 0.0 0.1 0.107
H 4.022280 -0.669702 -3.232556 0.0 0.0 0.0 0.113
H 4.635665 1.633451 -3.656026 -0.1 0.0 0.0 0.104
H 3.013519 2.043528 -4.202094 0.0 -0.1 0.1 0.111
H 3.901524 1.410469 -1.345945 -0.1 0.1 -0.1 0.113
H 3.267836 2.940373 -1.961008 0.1 -0.1 0.0 0.108
H 1.589679 1.655111 -0.623305 0.0 0.0 -0.2 0.070
H 1.042434 1.939413 -2.291005 0.2 -0.1 0.1 0.099
H -2.221612 -0.529620 -1.672674 0.1 0.3 0.0 0.096
H -3.387364 0.119548 -3.832692 0.1 0.0 0.0 0.112
H -1.048268 -0.648106 -3.904752 0.0 0.2 0.1 0.105
H -0.469559 1.007170 -3.645791 -0.2 -0.1 0.1 0.098
H -2.483764 1.040045 -5.037458 -0.1 0.0 0.1 0.107
H -4.015326 2.451693 -3.581902 0.1 0.0 0.0 0.104
H -2.336054 2.976615 -3.601594 0.0 -0.1 0.0 0.111
H -3.088333 3.092554 -1.305159 -0.1 -0.1 0.0 0.108
H -3.793014 1.476776 -1.378893 0.1 0.1 0.0 0.114
H -1.721146 1.332826 -0.115081 0.0 0.1 -0.3 0.064
H -0.814446 2.174625 -1.381668 -0.2 -0.1 0.0 0.097
H -0.075516 -2.296665 -2.941457 0.0 -0.2 0.3 0.098
H 2.053878 -2.849239 -1.769764 -0.3 0.0 0.1 0.097
H 1.158494 -3.346748 -0.335149 0.0 0.0 -0.1 0.112
H 1.146567 -4.669454 -3.098833 0.0 0.0 0.1 0.113
H 1.839489 -5.322963 -1.614264 -0.1 0.0 -0.1 0.106
H -0.364672 -5.648301 -0.632305 0.0 0.0 0.0 0.110
H -0.387669 -6.348542 -2.247185 0.0 0.0 0.1 0.104
H -2.453653 -4.995098 -1.696005 0.1 0.0 -0.1 0.106
H -1.613037 -4.457819 -3.150077 0.0 0.0 0.1 0.113
H -2.276922 -2.516103 -1.883559 0.2 -0.1 0.1 0.099
H -1.554401 -3.118229 -0.392511 0.0 0.0 -0.1 0.106
Ce 0.070025 -0.188789 3.092930 -0.7 1.8 -0.7 0.303
Cl -2.130615 -0.651935 1.866098 -0.5 -0.3 0.1 -0.006
Cl 2.247721 0.334813 1.861883 0.6 0.0 -0.1 0.020
C -0.386135 1.763950 4.039387 0.7 -1.4 -0.1 -0.277
H -0.719552 1.593679 5.079299 -0.1 0.1 -0.1 0.030
C -0.476233 3.125574 3.595975 -0.1 1.3 -0.5 -0.318
C -1.184230 4.135957 4.319390 0.4 -0.5 -0.6 -0.054
C -1.351943 5.405591 3.780291 0.2 0.1 -0.3 -0.104
C -0.813991 5.724313 2.522933 0.1 -0.4 0.1 -0.102
C -0.069612 4.766497 1.812966 -0.1 0.2 0.2 -0.094
C 0.127565 3.503101 2.347990 -0.5 -0.4 0.8 -0.052
H -1.610150 3.880554 5.292064 0.1 0.1 -0.3 0.103
H -1.908964 6.166696 4.335101 0.2 -0.3 -0.2 0.099
H 0.363970 5.010732 0.838730 -0.1 0.0 0.4 0.102
H 0.747378 2.752242 1.837524 -0.3 0.4 0.1 0.066
H -0.963238 6.713538 2.095961 0.0 -0.2 0.1 0.093
C 0.558893 -2.140764 7.877521 -0.1 0.2 -0.4 -0.039
C 1.481882 -1.221664 7.373966 0.0 0.2 -0.4 -0.032
C 1.293153 -0.696323 6.093362 -1.0 -0.7 -0.2 -0.081
N 0.219629 -1.056533 5.328003 0.2 -1.0 2.1 -0.123
C -0.713151 -1.915029 5.841540 1.2 0.6 0.0 -0.078
C -0.558980 -2.478362 7.108173 -0.1 0.1 -0.3 -0.038
H 0.708788 -2.593740 8.854455 -0.1 0.1 -0.2 0.116
H 2.355726 -0.905852 7.944376 -0.3 -0.2 -0.1 0.117
H 1.987460 0.019210 5.636764 -0.3 -0.3 0.2 0.131
H -1.565477 -2.141119 5.190481 0.3 0.0 0.3 0.128
H -1.312204 -3.181200 7.463206 0.3 0.2 0.0 0.115